one:
6 unconnected molecules or ions with the total composition C6H23NO5. Source: the Open Molecules 2025 dataset; level of theory: ωB97M-V with the def2-TZVPD basis set.

Geometry (Å):
C  -1.05  0.36  2.46
C  -1.89  -0.92  2.33
C  -1.20  -2.00  1.49
C  -1.05  -1.60  0.05
C  0.07  -1.80  -0.66
N  0.19  -1.59  -2.03
C  -0.92  -1.01  -2.76
H  -0.22  0.21  3.13
H  -0.70  0.70  1.48
H  -1.67  1.16  2.88
H  -2.86  -0.66  1.88
H  -2.10  -1.30  3.33
H  -1.83  -2.90  1.54
H  -0.26  -2.32  1.95
H  -1.94  -1.17  -0.39
H  0.99  -2.16  -0.24
H  1.09  -1.23  -2.30
H  -1.21  -0.02  -2.44
H  -1.81  -1.64  -2.68
H  -0.67  -0.93  -3.82
H  1.10  -0.82  1.68
H  2.57  -0.77  2.15
O  2.00  -0.67  1.38
H  1.51  2.82  0.20
H  2.09  2.05  1.36
O  2.31  2.76  0.76
H  -2.46  1.61  0.12
H  -1.38  1.99  -0.89
O  -2.36  1.92  -0.78
H  2.31  -0.08  -0.33
H  2.98  1.24  -0.83
O  2.47  0.46  -1.15
H  0.48  2.74  -2.03
H  0.89  1.40  -1.30
O  0.36  2.25  -1.22

Summary:
- Kohn-Sham gap (eV) = 8.158
- HOMO energy (eV) = -7.94

two:
6 unconnected molecules or ions with the total composition C6H23NO5. Source: the Open Molecules 2025 dataset; level of theory: ωB97M-V with the def2-TZVPD basis set.

Geometry (Å):
C  -2.96  -0.37  -0.52
C  -1.49  0.06  -0.50
C  -0.64  -0.74  0.41
C  0.90  -0.67  0.42
C  1.39  0.56  0.47
N  2.66  1.06  0.94
C  1.70  -1.88  0.82
H  -3.46  0.43  0.12
H  -3.53  -0.35  -1.47
H  -3.10  -1.24  0.09
H  -1.40  1.19  -0.32
H  -1.09  0.01  -1.51
H  -0.73  -0.63  1.52
H  -1.00  -1.84  0.44
H  0.78  1.39  0.10
H  3.24  0.25  1.17
H  3.15  1.63  0.25
H  1.71  -1.91  1.92
H  2.76  -1.83  0.62
H  1.31  -2.77  0.39
H  0.84  0.45  -3.59
H  -0.70  0.16  -3.32
O  -0.04  0.83  -3.51
H  -1.11  2.78  -2.65
H  -2.14  2.34  -1.53
O  -1.22  2.56  -1.72
H  0.29  -0.51  3.14
H  1.24  0.46  3.61
O  1.25  -0.47  3.28
H  -0.35  -3.17  -1.92
H  -0.21  -1.93  -2.86
O  -0.54  -2.83  -2.81
H  1.57  2.36  2.53
H  0.05  2.52  2.81
O  0.86  2.13  3.16

Summary:
- Kohn-Sham gap (eV) = 8.409
- HOMO energy (eV) = -8.04

one (0.0826 hartree below the next structure)